DFT (ωB97M-V/def2-TZVPD) results for a 5-piece molecular cluster, CH14N2O4 overall.

Properties
Charge: 0
Kohn-Sham gap in eV: 9.9
Highest occupied orbital energy in eV: -9.42
E_LUMO in eV: 0.48

Last column: Mulliken charge in e.
Geometry (Å):
1 H -2.282 -0.579 -1.295  0.286
2 H -1.374 1.455 0.553  0.318
3 O 2.314 -1.189 -1.274  -0.638
4 H -0.410 -2.761 2.439  0.327
5 H 2.669 -1.732 -1.976  0.305
6 H 2.730 -0.324 -1.389  0.327
7 H -1.404 -0.926 -0.090  0.214
8 H 0.041 0.243 -1.611  0.239
9 H -3.357 -1.261 3.244  0.302
10 N -2.105 -0.224 -0.344  -0.622
11 O 0.510 -2.672 2.248  -0.622
12 C -1.417 1.065 -0.463  -0.389
13 N -0.021 1.048 -0.983  -0.546
14 O 3.478 2.846 -1.892  -0.630
15 H -2.320 -0.800 2.313  0.313
16 H 2.957 3.504 -2.328  0.312
17 H 0.598 0.921 -0.200  0.235
18 H 3.107 2.906 -1.006  0.314
19 H -1.937 1.750 -1.124  0.291
20 O -2.466 -1.526 2.934  -0.626
21 H 0.688 -1.741 2.244  0.290

=====

DFT (ωB97M-V/def2-TZVPD) results for a 5-piece molecular cluster, CH14N2O4 overall.

Properties
Charge: +1
Multiplicity: 2
Kohn-Sham gap (spin up / spin down) in eV: 10.0 / 4.8
Highest occupied orbital energy (spin up / spin down) in eV: -13.78 / -13.77
E_LUMO (spin up / spin down) in eV: -3.78 / -9.01

Last column: Mulliken charge in e.
Geometry (Å):
1 H 0.543 0.993 1.645  0.340
2 H 1.353 -0.198 -2.285  0.364
3 O 0.194 -1.869 -2.879  -0.656
4 O -0.836 2.462 -0.787  -0.595
5 N -0.116 -1.186 2.940  -0.344
6 H -0.753 0.560 3.867  0.382
7 H -0.720 -1.407 -0.491  0.299
8 H -0.376 0.030 0.140  0.358
9 O 2.204 0.083 -2.662  -0.642
10 H 0.841 -1.081 3.236  0.267
11 O -0.276 -0.563 -0.611  -0.526
12 C -0.855 -0.022 2.918  -0.451
13 H -1.941 -0.157 2.930  0.395
14 H 0.769 -2.467 -2.395  0.331
15 N -0.437 0.974 1.942  -0.297
16 H 2.370 0.827 -2.069  0.302
17 H -1.386 2.622 -1.565  0.333
18 H -0.793 1.937 1.924  0.326
19 H -0.378 -1.938 2.327  0.243
20 H -1.492 2.239 -0.118  0.270
21 H 0.712 -1.332 -3.488  0.298

=====

DFT (ωB97M-V/def2-TZVPD) results for a 6-piece molecular cluster, CH14O5 overall.

Properties
Charge: 0
Kohn-Sham gap in eV: 11.6
Highest occupied orbital energy in eV: -11.18
E_LUMO in eV: 0.40

Last column: Mulliken charge in e.
Geometry (Å):
1 H 0.983 -0.771 2.566  0.346
2 O 2.212 0.304 -0.444  -0.647
3 O -0.275 0.717 1.926  -0.602
4 H -0.720 0.750 -1.442  0.302
5 H 1.691 0.815 -2.699  0.330
6 H 1.887 1.205 -0.434  0.349
7 H 1.945 -0.160 0.366  0.294
8 H -1.368 2.138 -1.304  0.284
9 H -2.879 -0.961 -0.465  0.261
10 H -0.760 1.057 1.158  0.319
11 H -1.285 -1.269 -0.290  0.062
12 H -2.473 -2.218 0.816  0.255
13 O 1.691 1.761 -2.873  -0.628
14 H -0.794 1.117 2.634  0.280
15 C -2.220 -1.774 -0.150  -0.868
16 H 2.361 1.901 -3.550  0.289
17 O -1.188 1.332 -0.823  -0.625
18 H -2.195 -2.670 -0.798  0.303
19 H 1.555 -2.068 3.070  0.327
20 O 1.832 -1.205 2.736  -0.630

=====

DFT (ωB97M-V/def2-TZVPD) results for a 6-piece molecular cluster, CH14O5S2 overall.

Properties
Charge: 0
Kohn-Sham gap in eV: 8.7
Highest occupied orbital energy in eV: -8.57
E_LUMO in eV: 0.11

Last column: Mulliken charge in e.
Geometry (Å):
1 O -3.043 -2.075 -2.126  -0.725
2 H 1.263 -2.016 0.726  0.325
3 S 4.456 0.682 -0.216  -0.276
4 H -1.581 1.220 -1.310  0.289
5 S 3.551 -0.988 0.802  -0.096
6 O -2.203 0.733 -1.776  -0.618
7 H 5.380 1.182 0.630  0.182
8 H 2.555 2.327 0.779  0.262
9 H 1.523 -1.156 2.360  0.252
10 C 1.670 -1.108 1.192  -0.512
11 H 1.689 3.357 1.460  0.300
12 O -1.931 -1.340 0.313  -0.643
13 H -3.973 -2.144 -1.834  0.342
14 H -2.401 -1.529 -0.549  0.341
15 H 1.317 -0.233 0.646  0.123
16 O 1.737 2.794 0.662  -0.553
17 H -2.540 -1.741 0.936  0.287
18 H -0.892 1.155 1.299  0.257
19 H -2.341 1.369 -2.562  0.301
20 H -0.882 -0.105 0.462  0.446
21 O -0.523 0.795 0.512  -0.667
22 H -2.831 -1.179 -2.406  0.381

=====

DFT (ωB97M-V/def2-TZVPD) results for a 6-piece molecular cluster, CH14O5S2 overall.

Properties
Charge: 0
Kohn-Sham gap in eV: 7.9
Highest occupied orbital energy in eV: -7.93
E_LUMO in eV: -0.04

Last column: Mulliken charge in e.
Geometry (Å):
1 O -0.814 -0.257 2.476  -0.633
2 H 2.343 0.174 0.143  0.295
3 H -1.253 -0.497 3.300  0.278
4 O 0.870 -3.155 1.317  -0.649
5 H 0.224 1.301 0.428  -0.382
6 O 2.308 -0.739 -0.168  -0.572
7 C 0.157 1.975 -0.424  -0.343
8 H -2.834 -2.219 0.404  0.326
9 H -0.472 2.780 -0.059  0.393
10 H 1.185 2.272 2.100  0.320
11 O 0.784 2.150 2.962  -0.642
12 H 1.740 -1.108 0.527  0.310
13 H -0.013 -2.765 1.379  0.296
14 O -2.712 -1.286 0.601  -0.591
15 S -0.313 -0.714 -2.055  -0.077
16 H 1.148 2.444 -0.384  0.368
17 H -2.118 -1.241 1.376  0.319
18 H -1.001 0.681 2.336  0.333
19 H -0.377 -1.028 -0.756  0.044
20 H 1.117 1.364 3.404  0.328
21 H 0.807 -3.526 0.426  0.332
22 S -0.288 1.379 -2.018  -0.054

=====

DFT (ωB97M-V/def2-TZVPD) results for a 6-piece molecular cluster, CH14O6 overall.

Properties
Charge: 0
Kohn-Sham gap in eV: 10.5
Highest occupied orbital energy in eV: -10.16
E_LUMO in eV: 0.30

Last column: Mulliken charge in e.
Geometry (Å):
1 H -0.370 -1.497 -0.420  0.343
2 H -0.167 -2.751 0.464  0.263
3 O -1.643 -0.374 -2.026  -0.607
4 H 2.006 -1.320 -0.236  0.385
5 H -3.005 0.777 -0.283  0.281
6 H 2.765 -0.395 0.588  0.296
7 O 0.015 -1.808 0.403  -0.588
8 O -0.255 1.149 1.545  -0.487
9 H 1.728 1.488 0.959  0.232
10 C 1.169 1.088 1.796  -0.445
11 H 1.128 1.616 2.750  0.302
12 O -2.978 0.459 0.620  -0.583
13 O 0.901 0.798 -1.650  -0.723
14 H 1.328 0.020 1.855  0.068
15 H -1.709 -0.941 -2.798  0.288
16 H -0.859 0.400 1.578  0.297
17 H 0.643 0.798 -0.725  0.340
18 O 2.878 -0.893 -0.236  -0.655
19 H 1.856 0.887 -1.666  0.362
20 H -3.413 -0.374 0.763  0.287
21 H -0.792 0.059 -2.206  0.342

=====

DFT (ωB97M-V/def2-TZVPD) results for CH15B3NO2Tl as an isolated structure.

Properties
Charge: -1
Multiplicity: 2
Kohn-Sham gap (spin up / spin down) in eV: 9.0 / 4.9
Highest occupied orbital energy (spin up / spin down) in eV: -6.39 / -6.23
E_LUMO (spin up / spin down) in eV: 2.59 / -1.36

Last column: Mulliken charge in e.
Geometry (Å):
1 B 2.484 -0.143 -1.516  0.349
2 C 0.431 -1.209 3.456  -0.878
3 H 1.009 -0.639 4.184  0.278
4 B -1.873 -1.793 -0.536  0.441
5 H 2.338 0.704 -0.864  -0.250
6 B -1.250 3.504 -1.676  0.493
7 H 1.875 -0.941 -1.121  -0.178
8 H -2.221 -1.502 -1.515  -0.273
9 H -2.247 -2.794 -0.384  -0.122
10 H 0.337 -2.238 3.803  0.348
11 H -1.757 4.438 -1.863  -0.139
12 H 2.095 -0.008 -2.513  -0.281
13 O 0.661 -0.091 1.373  -0.408
14 H -0.796 -1.806 -0.463  -0.287
15 Tl -0.357 0.746 -1.292  0.403
16 H -2.319 -1.183 0.234  -0.260
17 H -0.293 3.601 -1.189  -0.250
18 H 3.508 -0.483 -1.511  -0.158
19 O 1.104 -2.179 1.538  -0.449
20 N 0.871 -1.132 2.035  0.802
21 H -1.910 2.941 -1.034  -0.253
22 H -0.586 -0.818 3.486  0.327
23 H -1.105 3.024 -2.631  -0.255

=====

DFT (ωB97M-V/def2-TZVPD) results for a 6-piece molecular cluster, CH15NO5 overall.

Properties
Charge: 0
Kohn-Sham gap in eV: 9.9
Highest occupied orbital energy in eV: -9.56
E_LUMO in eV: 0.37

Last column: Mulliken charge in e.
Geometry (Å):
1 O -1.906 -0.699 -4.334  -0.625
2 H 0.092 0.937 1.408  0.225
3 H -2.379 -2.912 1.736  0.319
4 H -0.313 1.156 -0.427  0.194
5 H 1.290 1.488 0.246  0.221
6 H -1.993 -1.766 0.923  0.298
7 C 0.201 1.537 0.436  -0.486
8 O -0.687 2.078 4.582  -0.652
9 O -1.822 -2.660 0.986  -0.617
10 O 3.572 -1.211 -0.357  -0.628
11 H -1.540 2.042 4.095  0.326
12 H 3.634 -0.775 0.507  0.318
13 H -0.521 3.012 4.765  0.318
14 H -1.571 -0.821 -3.427  0.300
15 N -0.303 2.872 0.724  -0.594
16 H -0.198 3.114 1.642  0.228
17 H -2.485 -1.453 -4.353  0.318
18 H 0.302 3.579 0.269  0.224
19 H 1.355 -3.083 -2.267  0.302
20 H 1.559 -2.618 -3.698  0.320
21 O 1.044 -2.479 -2.870  -0.612
22 H 2.666 -1.338 -0.587  0.304

=====

DFT (ωB97M-V/def2-TZVPD) results for a 7-piece molecular cluster, CH15NO6 overall.

Properties
Charge: +1
Multiplicity: 2
Kohn-Sham gap (spin up / spin down) in eV: 8.4 / 3.9
Highest occupied orbital energy (spin up / spin down) in eV: -14.37 / -14.28
E_LUMO (spin up / spin down) in eV: -5.96 / -10.40

Last column: Mulliken charge in e.
Geometry (Å):
1 N 2.416 -0.285 0.084  -0.125
2 H 1.923 1.056 -1.357  0.387
3 H 1.049 -1.374 -2.276  0.221
4 O 0.187 -2.908 1.944  -0.634
5 O -0.283 -0.065 1.419  -0.463
6 H -2.205 0.775 1.852  0.304
7 H 0.409 3.625 0.875  0.296
8 H 0.133 2.371 1.688  0.323
9 H -0.662 -2.417 1.824  0.337
10 H 0.450 -2.305 2.660  0.312
11 O 0.452 2.628 0.800  -0.576
12 H -0.441 0.314 0.546  0.342
13 H -1.943 0.436 -2.349  0.307
14 O -2.779 0.885 1.096  -0.646
15 H 0.674 -0.324 1.439  0.292
16 C 2.283 0.099 -1.128  -0.293
17 H -2.223 0.765 -0.972  0.272
18 O 0.230 -1.432 -2.846  -0.525
19 H -0.100 -2.331 -2.828  0.319
20 O -1.444 0.577 -1.535  -0.568
21 H 2.612 -1.286 0.179  0.307
22 H -3.273 1.690 0.977  0.317
23 H 2.535 -0.496 -2.093  0.494

=====

Number 1: strongest force on any atom 1.510 eV/Å. Number 2: strongest force on any atom 1.056 eV/Å. Number 3: strongest force on any atom 1.342 eV/Å. Number 4: strongest force on any atom 4.726 eV/Å. Number 5: strongest force on any atom 2.380 eV/Å. Number 6: strongest force on any atom 3.465 eV/Å. Number 7: strongest force on any atom 4.760 eV/Å. Number 8: strongest force on any atom 3.826 eV/Å. Number 9: strongest force on any atom 4.973 eV/Å.